Record 1
69
Properties=species:S:1:pos:R:3 method="wB97M-V/def2-TZVPD" lumo_energy_ev=4.35 total_charge=-2 homo_lumo_gap_ev=5.83 homo_ha=-0.0544
Pd -0.303 0.084 1.046
C -0.232 2.805 -1.052
N 0.302 4.140 -1.358
C 1.714 3.997 -1.713
N 2.506 3.379 -0.647
C 1.927 2.056 -0.365
N 0.518 2.152 0.029
C 0.433 3.007 1.227
N 0.970 4.354 0.975
C 0.218 4.942 -0.136
C 2.364 4.203 0.554
H -0.170 2.184 -1.949
H -1.276 2.892 -0.760
H 2.126 4.988 -1.929
H 1.793 3.381 -2.612
H 2.480 1.569 0.439
H 2.008 1.438 -1.261
H 0.994 2.531 2.032
H -0.614 3.085 1.522
H 0.614 5.941 -0.342
H -0.832 5.026 0.152
H 2.929 3.740 1.367
H 2.782 5.194 0.352
S 1.618 -0.430 2.349
C 0.228 -1.481 2.363
N -0.625 -1.617 3.493
C -1.650 -2.610 3.147
C -1.119 -3.275 1.863
N 0.229 -2.736 1.747
H -0.999 -0.718 3.756
H -2.619 -2.140 2.966
H -1.758 -3.332 3.961
H -1.730 -2.998 0.997
H -1.096 -4.363 1.938
H 0.597 -2.740 0.797
C -4.125 4.314 -0.595
C -3.743 4.090 0.723
C -3.370 2.817 1.132
C -3.362 1.725 0.255
C -3.774 1.974 -1.058
C -4.144 3.246 -1.482
Si -2.624 0.038 0.829
C -3.531 -1.194 -0.330
C -4.815 -1.685 -0.076
C -5.433 -2.593 -0.927
C -4.774 -3.031 -2.070
C -3.498 -2.561 -2.345
C -2.885 -1.661 -1.480
H -4.404 5.308 -0.926
H -3.729 4.914 1.430
H -3.060 2.664 2.163
H -3.789 1.155 -1.770
H -4.442 3.406 -2.513
H -3.486 -0.126 2.077
H -5.341 -1.348 0.812
H -6.427 -2.963 -0.700
H -5.249 -3.745 -2.734
H -2.963 -2.913 -3.219
H -1.870 -1.340 -1.686
N 0.671 -1.014 -2.094
C 1.041 -2.345 -2.127
O 0.744 -3.095 -1.194
C 1.723 -2.780 -3.325
C 2.102 -4.127 -3.506
N 2.435 -5.221 -3.688
C 2.038 -1.860 -4.344
N 2.268 -1.063 -5.157
H 1.116 -0.378 -2.734
H 0.379 -0.653 -1.192

Record 2
88
Properties=species:S:1:pos:R:3 method="wB97M-V/def2-TZVPD" lumo_energy_ev=2.43 total_charge=-2 homo_lumo_gap_ev=4.18 homo_ha=-0.0645
Tl 0.046 -0.286 -0.258
C -1.136 -5.900 0.233
C -1.762 -5.421 1.374
C -1.940 -4.068 1.572
C -1.484 -3.132 0.622
C -0.788 -3.637 -0.492
C -0.627 -4.989 -0.683
N -1.550 -1.790 0.795
C -2.401 -1.139 1.607
C -3.730 -1.529 1.881
C -4.566 -0.734 2.631
C -4.117 0.471 3.183
C -2.827 0.879 2.963
C -1.953 0.105 2.174
N -0.697 0.466 1.866
N -0.135 1.488 2.436
C 1.027 1.901 1.869
C 1.792 2.877 2.534
C 2.942 3.340 1.942
C 3.321 2.829 0.700
C 2.513 1.881 0.100
N 1.410 1.429 0.667
H -1.029 -6.963 0.069
H -2.115 -6.117 2.126
H -2.398 -3.712 2.486
H -0.337 -2.932 -1.175
H -0.087 -5.341 -1.552
H -4.105 -2.454 1.462
H -5.590 -1.044 2.802
H -4.793 1.081 3.766
H -2.448 1.805 3.371
H 1.443 3.242 3.488
H 3.526 4.110 2.425
H 4.218 3.172 0.211
H 2.733 1.475 -0.877
N 1.330 -1.575 1.642
C 2.123 -2.630 1.040
C 2.625 -2.252 -0.364
O 3.707 -2.712 -0.741
N 1.816 -1.492 -1.079
C 2.257 -1.186 -2.413
C 1.460 -0.044 -3.089
O 1.647 0.134 -4.288
O 0.665 0.616 -2.361
H 1.918 -0.878 2.082
H 0.656 -1.912 2.316
H 1.506 -3.524 0.923
H 3.007 -2.903 1.634
H 2.193 -2.079 -3.054
H 3.311 -0.875 -2.398
F -0.118 3.956 -0.070
C -0.699 4.590 0.970
C 0.051 5.525 1.637
F 1.317 5.741 1.209
C -0.451 6.280 2.718
C -1.818 6.055 2.983
C -2.573 5.125 2.305
F -3.875 5.000 2.659
C -2.036 4.300 1.303
C -2.745 3.199 0.709
C -2.062 2.244 0.005
N -1.460 1.412 -0.541
C -4.117 3.000 0.856
N -5.255 2.821 0.928
F -2.429 6.767 3.963
C 0.350 7.186 3.466
C 1.733 7.270 3.330
N 2.884 7.374 3.286
C -0.171 8.090 4.388
N -0.541 8.898 5.129
C -4.193 -2.607 -2.580
C -3.954 -1.113 -2.860
C -5.250 -0.321 -2.662
C -3.431 -0.912 -4.285
N -2.998 -0.528 -1.928
N -1.637 -0.870 -2.114
H -4.932 -3.014 -3.265
H -4.552 -2.742 -1.562
H -3.272 -3.178 -2.687
H -6.064 -0.745 -3.246
H -5.097 0.710 -2.967
H -5.532 -0.321 -1.612
H -4.219 -1.095 -5.011
H -2.603 -1.584 -4.503
H -3.080 0.111 -4.400
H -3.268 -0.738 -0.972
H -1.202 -0.178 -2.731
H -1.515 -1.805 -2.509

Record 3
39
Properties=species:S:1:pos:R:3 method="wB97M-V/def2-TZVPD" lumo_energy_ev=-7.70 total_charge=+2 homo_lumo_gap_ev=7.60 homo_ha=-0.5623
C 5.713 2.798 1.481
C 5.976 3.314 0.138
C 5.162 3.690 2.491
C 6.354 1.552 1.899
Cl 2.902 1.346 0.683
H 6.067 4.229 2.833
H 4.770 3.182 3.380
H 4.490 4.463 2.100
H 6.956 3.815 0.276
H 5.292 4.108 -0.189
H 6.153 2.545 -0.625
H 7.366 1.903 2.183
H 6.518 0.823 1.095
H 5.937 1.108 2.812
C -1.471 1.433 -0.989
C -1.191 1.914 0.321
C 0.062 2.615 0.330
H -1.795 1.807 1.201
C 0.534 2.583 -1.025
C -0.391 1.853 -1.822
H -0.315 1.754 -2.894
H -2.368 0.892 -1.281
H 0.522 3.105 1.198
H 1.429 3.081 -1.367
C 0.528 -2.260 1.171
C -0.769 -1.681 1.293
C -0.626 -0.520 2.106
H -1.710 -2.070 0.907
C 0.747 -0.343 2.475
C 1.449 -1.453 1.902
H 2.495 -1.668 2.075
H 0.782 -3.211 0.717
H -1.405 0.137 2.437
H 1.149 0.453 3.117
Ce 0.716 0.291 0.106
N -0.803 -1.639 -2.008
H -1.233 -2.382 -1.452
H -0.391 -2.120 -2.804
H -1.559 -1.075 -2.404

Record 4
118
Properties=species:S:1:pos:R:3 method="wB97M-V/def2-TZVPD" lumo_energy_ev=-0.56 total_charge=0 homo_lumo_gap_ev=6.58 homo_ha=-0.2625
Bi 0.069 -0.437 -0.251
C 2.062 3.584 -2.326
C 3.058 2.666 -1.621
C 2.877 2.743 -0.104
C 3.009 1.217 -2.143
C 4.000 0.990 -3.296
O 3.237 0.285 -4.289
C 1.961 0.241 -3.839
N 1.718 0.759 -2.702
C 1.010 -0.382 -4.792
C 1.460 -0.571 -6.105
C 0.625 -1.069 -7.085
C -0.682 -1.404 -6.765
C -1.130 -1.247 -5.467
C -0.298 -0.750 -4.463
P -1.101 -0.551 -2.807
C -2.096 -2.098 -2.771
C -3.475 -2.277 -2.784
C -4.018 -3.551 -2.678
C -3.197 -4.660 -2.559
C -1.819 -4.498 -2.592
C -1.279 -3.229 -2.706
C -2.045 0.956 -3.237
C -3.352 0.995 -3.713
C -3.928 2.206 -4.069
C -3.201 3.384 -3.965
C -1.884 3.344 -3.530
C -1.305 2.137 -3.173
H 2.224 4.619 -2.016
H 1.041 3.312 -2.060
H 2.166 3.532 -3.415
H 4.067 3.026 -1.847
H 1.823 2.636 0.167
H 3.217 3.709 0.273
H 3.442 1.961 0.410
H 3.236 0.538 -1.318
H 4.858 0.385 -3.013
H 4.348 1.927 -3.737
H 2.476 -0.298 -6.345
H 0.990 -1.187 -8.097
H -1.351 -1.791 -7.523
H -2.143 -1.539 -5.225
H -4.155 -1.446 -2.875
H -5.095 -3.668 -2.675
H -3.628 -5.647 -2.442
H -1.158 -5.352 -2.521
H -0.203 -3.121 -2.757
H -3.931 0.093 -3.829
H -4.948 2.224 -4.430
H -3.657 4.329 -4.230
H -1.304 4.256 -3.457
H -0.276 2.104 -2.840
C -4.464 0.338 4.349
Ge -2.639 0.471 5.056
C -1.638 -1.191 4.847
C -2.701 0.990 6.947
C -1.588 1.864 4.086
Se -1.928 1.543 2.178
C -3.312 2.898 2.173
H -4.998 -0.453 4.880
H -4.453 0.081 3.287
H -5.010 1.273 4.491
H -2.287 -2.057 4.981
H -0.827 -1.240 5.575
H -1.214 -1.246 3.844
H -3.220 0.213 7.513
H -3.232 1.933 7.084
H -1.695 1.093 7.355
H -0.542 1.692 4.321
H -1.835 2.895 4.328
H -3.959 2.778 3.036
H -3.871 2.833 1.246
H -2.775 3.845 2.212
Se 1.862 -2.573 -1.137
C 2.912 -3.360 0.276
C 2.665 -4.664 0.698
C 3.469 -5.253 1.666
C 4.536 -4.553 2.212
C 4.788 -3.256 1.789
C 3.979 -2.659 0.830
H 1.855 -5.229 0.254
H 3.260 -6.267 1.988
H 5.178 -5.018 2.950
H 5.623 -2.702 2.202
H 4.188 -1.647 0.505
C -0.318 -3.186 1.718
C -1.631 -2.610 1.304
C -2.883 -3.069 1.609
C -3.816 -2.167 1.026
C -3.102 -1.188 0.390
C -3.663 0.037 -0.266
N -1.745 -1.452 0.543
H -0.470 -3.897 2.530
H 0.382 -2.420 2.074
H 0.158 -3.706 0.891
H -3.107 -3.952 2.190
H -4.896 -2.212 1.079
H -4.403 -0.224 -1.023
H -2.894 0.655 -0.727
H -4.184 0.656 0.468
O 0.358 3.236 2.381
C 0.989 2.177 2.349
O 0.520 0.993 2.131
C 2.467 2.243 2.663
C 3.126 1.141 3.191
C 4.443 1.252 3.603
C 5.087 2.468 3.462
C 4.460 3.570 2.902
C 3.140 3.452 2.508
N 6.472 2.605 3.951
O 6.980 1.644 4.499
O 7.035 3.669 3.771
H 2.599 0.200 3.284
H 4.978 0.419 4.035
H 4.998 4.500 2.797
H 2.599 4.289 2.089
O -0.557 1.797 -0.325
O -1.562 2.317 0.514

Record 5
11
Properties=species:S:1:pos:R:3 method="wB97M-V/def2-TZVPD" lumo_energy_ev=4.53 total_charge=-1 homo_lumo_gap_ev=8.04 homo_ha=-0.1291
C -1.348 0.464 0.737
O -0.425 0.354 1.839
H -1.176 1.412 0.232
H -2.336 0.572 1.205
H -1.360 -0.429 0.138
C 1.005 -0.504 -1.421
N 1.303 -0.356 -0.140
O 0.096 -1.224 -1.864
H 1.650 0.060 -2.146
H 0.302 -0.180 1.426
H 2.289 -0.170 -0.005

Record 6
14
Properties=species:S:1:pos:R:3 method="wB97M-V/def2-TZVPD" lumo_energy_ev="0.84 / 0.60" spin_multiplicity=2 total_charge=0 s_squared=0.7510 homo_lumo_gap_ev="4.10 / 12.26" homo_ha="-0.1198 / -0.4288"
C 0.393 -0.495 1.417
N -0.442 0.283 0.334
H 0.399 -1.667 1.059
H -0.107 -0.382 2.375
H 1.332 0.029 1.500
H -0.035 1.115 -0.077
H -0.611 -0.366 -0.535
H -1.211 0.690 1.032
H 3.194 1.778 0.415
H 3.167 0.923 -0.927
O 2.571 1.355 -0.246
H -3.441 -1.500 -1.807
H -2.624 -0.712 -2.736
O -2.587 -1.051 -1.804

Record 7
19
Properties=species:S:1:pos:R:3 method="wB97M-V/def2-TZVPD" lumo_energy_ev="-1.23 / -1.23" total_charge=0 homo_lumo_gap_ev="6.47 / 6.47" homo_ha="-0.2830 / -0.2830"
C -2.011 0.669 1.695
C -2.423 1.753 0.960
C -0.974 0.080 -0.085
C 1.514 1.218 -0.253
C 2.510 0.328 -0.013
C 0.934 -1.531 -0.432
C 0.077 -0.430 -0.945
N -1.202 -0.232 1.121
N 1.080 2.344 -0.312
N 2.332 -1.012 -0.111
S 3.949 0.869 0.729
S -1.775 1.565 -0.601
H -2.246 0.419 2.788
H -3.214 2.629 1.160
H 0.460 -1.757 0.582
H 0.822 -2.457 -1.093
H 0.129 -0.027 -1.924
H 0.060 2.529 -0.534
H 3.086 -1.540 0.139

Record 8
120
Properties=species:S:1:pos:R:3 method="wB97M-V/def2-TZVPD" lumo_energy_ev="-3.22 / -10.31" spin_multiplicity=2 total_charge=+1 s_squared=0.7564 homo_lumo_gap_ev="9.04 / 1.95" homo_ha="-0.4508 / -0.4504"
H -2.506 -1.352 -0.007
H -4.012 -1.008 -0.322
O -3.122 -0.621 -0.257
H -3.621 1.229 4.791
H -4.420 1.041 3.595
O -4.503 1.318 4.454
H 0.677 1.427 3.640
H 1.300 0.022 3.652
O 0.734 0.655 4.231
H 0.407 -5.563 -1.267
H -1.026 -6.152 -0.627
O -0.130 -5.643 -0.607
H 5.914 0.937 0.837
H 5.726 1.488 -0.527
O 6.235 1.489 0.211
H -0.005 -2.082 0.335
O 0.074 -1.229 -0.135
H 4.224 2.772 4.723
O 4.567 3.306 3.996
H 1.714 -0.892 -5.304
H 2.716 -1.429 -6.216
O 2.497 -0.586 -5.872
H 0.336 -4.326 1.268
H 1.574 -4.334 0.584
O 0.870 -3.723 0.762
H 0.365 -6.276 0.934
H 0.668 -6.626 2.104
O 1.190 -6.416 1.325
H -2.092 1.675 -1.145
H -0.573 1.501 -1.998
O -1.515 1.874 -1.922
H -0.143 3.280 -3.743
O 0.648 3.883 -3.777
H -2.407 -1.210 -2.073
H -1.509 -0.037 -2.534
O -1.884 -0.869 -2.600
H 1.490 3.303 0.375
H 0.609 2.066 -0.070
O 0.624 2.944 0.157
H -4.677 -2.360 1.721
H -5.821 -2.357 0.633
O -4.913 -2.170 0.850
H -2.588 -4.410 -4.208
H -1.168 -3.981 -3.896
O -1.629 -4.615 -4.529
H 1.351 0.059 -1.529
H 1.389 1.095 -2.492
O 1.112 0.989 -1.614
H -3.194 5.342 -2.604
H -3.407 4.714 -1.202
O -3.858 5.147 -1.927
H 3.030 3.254 -1.672
O 3.281 3.389 -0.838
H -0.898 1.500 0.995
H -2.035 1.207 0.155
O -1.712 1.264 1.071
H 4.971 -4.759 0.258
O 4.110 -4.924 0.460
H 2.424 0.100 0.142
H 2.751 1.423 0.675
O 3.036 0.540 0.804
H -3.069 1.728 -4.009
H -2.233 1.558 -5.242
O -2.249 2.006 -4.434
H -2.178 5.238 0.923
H -0.868 4.404 1.095
O -1.396 5.376 1.234
H 2.141 4.428 4.851
H 1.086 3.482 5.155
O 1.628 3.775 4.386
H 2.788 -4.770 -0.951
H 1.824 -4.196 -2.152
O 2.114 -5.038 -1.729
H -4.491 2.990 -0.599
H -4.823 1.876 -1.670
O -4.184 2.095 -0.897
H 4.829 -2.155 -2.182
H 4.099 -1.840 -0.908
O 4.344 -2.553 -1.499
H 3.453 3.051 -3.791
H 2.840 1.742 -3.318
O 3.587 2.358 -3.252
H -0.027 -2.066 -3.748
H 0.581 -2.440 -2.480
O 0.344 -2.804 -3.405
H -4.110 5.083 1.407
H -3.898 3.666 2.365
O -3.713 4.179 1.517
H -0.515 -4.459 3.887
O -1.216 -4.936 3.505
H 2.870 4.800 1.368
H 2.298 4.571 2.743
O 2.862 4.115 2.051
H 4.142 2.997 -0.874
H -0.088 -0.268 0.208
H 4.088 -4.856 1.393
H 3.663 3.709 3.900
H 0.643 4.707 -3.258
H -2.195 -4.419 3.508
O -0.897 4.322 3.840
H -0.857 5.005 3.136
H -1.357 4.880 4.489
O -1.976 -3.733 0.925
H -1.881 -4.492 0.396
H -2.327 -4.242 1.655
O 2.103 -0.803 -2.758
H 2.691 -0.682 -3.590
H 2.635 -1.561 -2.158
O -1.821 1.731 3.734
H -1.553 1.504 2.881
H -2.188 2.660 3.568
O 1.886 -3.110 2.900
H 1.876 -2.941 1.975
H 1.683 -3.775 3.340
O -2.763 -1.556 3.942
H -1.844 -1.169 3.953
H -3.186 -1.231 4.868
O -3.057 -1.185 -5.092
H -2.582 -2.085 -5.139
H -2.797 -0.957 -4.191

Energy relative to the best compared isomer or geometry (same formula, charge and spin) values, unit kJ/mol, following the record order: 16.2; 0.0; 0.0; 190.1; 153.0; 120.3; 355.6; 1457.4.
DFT total energy values, unit Eh, following the record order: -2354.969555; -2883.315015; -1536.153170; -9988.516945; -285.052789; -249.167557; -1231.443479; -3056.747203.